Molecular formula: C9H36N8O9
Method: DFT, ωB97M-V with the def2-TZVPD basis set

- charge = 0
- energy relative to the best compared isomer or geometry (same formula, charge and spin) (eV) = 8.241
- SMILES = NC(N)=O.NC(N)=O.NC(N)=O.NC(N)=O.CO.CO.CO.CO.CO
- Kohn-Sham gap (eV) = 7.08
- electronic energy (Ha) = -1479.5336
- lowest unoccupied orbital energy (hartree) = -0.0322

Positions of all 62 atoms, in Å:
N (0.875042, 0.554860, 0.632644)
C (0.044885, -0.416271, 0.310218)
N (-0.846162, 0.013201, -0.550763)
O (0.028348, -1.723982, 0.777097)
H (0.963116, 1.413386, -0.016594)
H (1.635307, 0.497155, 1.325412)
H (-1.571937, -0.639842, -0.855011)
H (-0.820020, 1.066648, -0.924893)
N (1.138550, -0.310822, -2.561867)
C (1.852963, -1.322477, -2.709108)
N (2.769604, -1.155994, -3.614700)
O (1.848828, -2.401154, -1.818829)
H (0.464781, -0.347525, -1.743287)
H (1.071319, 0.421247, -3.312723)
H (3.445934, -1.815507, -3.768118)
H (2.626447, -0.417405, -4.294201)
N (-0.964842, 1.118539, 2.568750)
C (-0.662589, 1.454618, 3.834085)
N (0.393462, 2.215321, 3.933467)
O (-1.561367, 1.259588, 4.931677)
H (-1.849086, 0.626629, 2.354156)
H (-0.258019, 0.952022, 1.799947)
H (0.781962, 2.069221, 4.855195)
H (1.018727, 2.332954, 3.070708)
N (1.150654, 2.687608, -1.145929)
C (-0.060263, 3.065856, -0.802226)
N (-1.048358, 2.474593, -1.433800)
O (-0.343216, 3.812927, 0.299613)
H (1.881907, 3.219591, -0.671081)
H (1.477541, 2.325868, -2.066282)
H (-1.983632, 2.878841, -1.160142)
H (-0.960798, 2.105825, -2.355365)
C (-3.921878, 0.184974, -2.452132)
O (-3.628633, -0.659911, -1.414544)
H (-3.700101, -0.288366, -3.429018)
H (-3.220242, 1.064935, -2.376154)
H (-4.955481, 0.567688, -2.397730)
H (-3.760846, -1.595822, -1.596863)
C (2.594286, -0.741850, 2.982381)
O (2.940630, 0.643789, 2.691448)
H (3.184420, -1.402699, 2.368122)
H (1.550013, -1.071275, 2.735303)
H (2.594165, -0.871093, 4.065379)
H (3.252933, 1.125691, 3.416971)
C (-1.692149, -3.585995, -1.963212)
O (-2.005655, -3.166966, -0.628873)
H (-1.736990, -4.618856, -1.971600)
H (-0.637132, -3.379403, -2.064517)
H (-2.280645, -3.094926, -2.710469)
H (-1.222435, -2.804069, -0.184349)
C (3.977431, -0.047742, -0.551601)
O (4.065054, 1.082964, 0.216194)
H (4.591362, -0.065507, -1.397046)
H (2.943250, -0.198746, -0.715605)
H (4.298577, -0.817387, 0.040697)
H (3.695438, 1.004007, 1.116330)
C (-3.233547, -1.109979, 2.190012)
O (-3.302459, 0.176570, 1.590420)
H (-3.668666, -1.295641, 3.174815)
H (-2.204428, -1.458484, 2.277468)
H (-3.677556, -1.760019, 1.475846)
H (-3.377800, 0.168599, 0.624275)

Forces on atoms 1 to 6 (eV/Å):
N 3.3 2.2 0.1
C -0.2 -7.3 2.4
N -1.7 1.1 -2.4
O 0.3 6.5 -1.8
H 0.0 -2.3 1.6
H -0.8 -0.4 -0.7

Atomic partial charges in e from the natural (NBO) method, atoms 1 to 2: number 1, N, carries -0.90; number 2, C, carries 0.77

=====

Molecular formula: C53H94F6NO24P
Method: DFT, ωB97M-V with the def2-TZVPD basis set

- charge = -2
- Kohn-Sham gap (eV) = 2.68
- electronic energy (Ha) = -4877.0396
- lowest unoccupied orbital energy (hartree) = 0.1174

Positions of all 179 atoms, in Å:
C (0.739089, 1.235573, -1.329231)
C (0.378718, 1.035696, 0.173360)
C (-0.488278, -0.216218, 0.349185)
C (0.183054, -1.627904, 0.329700)
C (1.506756, -1.504337, 1.093120)
C (2.332783, -0.245164, 1.042963)
N (1.500654, 0.925053, 1.059316)
O (2.098913, 2.106720, 1.496737)
C (3.193093, -0.376400, -0.254675)
C (3.296513, -0.232008, 2.252131)
C (-0.626687, 2.147920, 0.545135)
H (1.726256, 1.708972, -1.311446)
H (0.075314, 1.858106, -1.935283)
H (0.840586, 0.276704, -1.850859)
H (-1.334922, -0.165565, -0.347282)
H (-0.985293, -0.183371, 1.323950)
H (0.409991, -1.811025, -0.732215)
H (-0.490809, -2.421435, 0.655199)
H (2.095514, -2.406084, 0.866914)
H (1.211920, -1.686043, 2.138344)
H (3.965149, -1.141692, -0.100345)
H (3.647460, 0.580053, -0.519400)
H (2.590534, -0.709616, -1.103978)
H (2.638510, -0.012256, 3.096853)
H (3.918129, 0.660769, 2.171834)
H (3.903795, -1.121782, 2.398175)
H (-1.039418, 1.950923, 1.540957)
H (-1.458793, 2.422468, -0.105290)
H (-0.111974, 3.079751, 0.802740)
P (-2.548015, 4.728718, 3.517734)
F (-2.649546, 3.310629, 4.319938)
F (-1.458024, 5.273475, 4.615176)
F (-1.260400, 4.204549, 2.675469)
F (-2.480087, 6.108468, 2.663921)
F (-3.684600, 4.172879, 2.488138)
F (-3.696553, 5.351834, 4.479681)
C (-4.965063, 0.807598, 0.454074)
C (-4.169386, 0.679156, 1.738341)
C (-3.774659, -0.794557, 1.861879)
O (-3.875639, -1.283136, 0.493293)
C (-4.234023, -0.196194, -0.392826)
H (-4.843576, 1.805147, 0.018770)
H (-6.048003, 0.676398, 0.425790)
H (-4.773918, 1.138570, 2.526307)
H (-3.277572, 1.311031, 1.753179)
H (-4.572454, -1.253506, 2.458549)
H (-2.806798, -1.028736, 2.294294)
H (-4.890833, -0.536975, -1.200034)
H (-3.303146, 0.140625, -0.852909)
C (6.524893, -1.200486, 2.776922)
C (8.028889, -1.441847, 2.723513)
C (8.174271, -2.962879, 2.565340)
O (6.997926, -3.474144, 3.158057)
C (5.907220, -2.602677, 2.899326)
H (6.047903, -0.757375, 1.897284)
H (6.100472, -0.523691, 3.519569)
H (8.477267, -1.207354, 3.695292)
H (8.513817, -0.760772, 2.025611)
H (9.041487, -3.545916, 2.868184)
H (8.085637, -3.227101, 1.493731)
H (5.064173, -2.623596, 3.592034)
H (5.524159, -3.060432, 1.974205)
C (2.935021, -4.498166, -3.873286)
C (2.438700, -5.285951, -5.083775)
C (1.366658, -4.295492, -5.664514)
O (1.458753, -3.082883, -4.953091)
C (1.811325, -3.493547, -3.613475)
H (3.852768, -3.933100, -4.033584)
H (3.142505, -5.084072, -2.974128)
H (1.967064, -6.246275, -4.903445)
H (3.197992, -5.260470, -5.862485)
H (0.349765, -4.705031, -5.632108)
H (1.578685, -4.173352, -6.729012)
H (0.913401, -3.940650, -3.173705)
H (2.066780, -2.574334, -3.090241)
C (-0.787016, -7.485357, -1.125245)
C (-0.278655, -6.102926, -0.869001)
C (-0.856823, -5.894742, 0.550597)
O (-0.635977, -7.132180, 1.191843)
C (-0.472269, -8.187160, 0.218173)
H (-0.298890, -8.033311, -1.932510)
H (-1.870481, -7.604152, -1.166193)
H (-0.567828, -5.315122, -1.563623)
H (0.804871, -6.027423, -0.747699)
H (-1.925623, -5.667240, 0.454425)
H (-0.363952, -5.067942, 1.061635)
H (-1.109989, -9.049840, 0.409444)
H (0.557908, -8.553602, 0.253212)
C (1.177935, 6.999637, -0.457130)
C (2.501137, 6.449029, -1.012242)
C (2.650449, 5.160030, -0.162719)
O (1.466922, 5.057618, 0.609416)
C (0.390431, 5.782272, 0.023774)
H (0.722933, 7.640361, -1.226306)
H (1.409715, 7.728177, 0.319706)
H (3.335057, 7.064055, -0.655255)
H (2.612955, 6.472659, -2.096701)
H (3.514265, 5.183243, 0.493709)
H (2.765401, 4.305119, -0.836907)
H (-0.378207, 5.974067, 0.771033)
H (-0.124355, 5.218680, -0.763514)
C (-0.624642, -2.938106, 3.889634)
C (-0.512428, -1.725217, 4.791169)
C (0.910441, -1.288689, 5.146988)
O (0.858222, 0.144268, 5.133846)
C (-0.305185, 0.506873, 4.487567)
O (-0.602114, 1.614654, 4.249025)
O (-1.049964, -0.588070, 4.158096)
H (-0.441703, -2.626185, 2.860858)
H (-1.546043, -3.495109, 4.034502)
H (0.226817, -3.606957, 4.063456)
H (-1.119061, -1.894428, 5.692603)
H (1.543066, -1.656118, 4.331873)
H (1.279715, -1.589909, 6.124714)
C (1.121756, 4.761436, -5.739160)
C (0.198180, 3.995807, -4.798627)
C (-0.348795, 4.799159, -3.611983)
O (-1.738430, 4.901137, -3.872306)
C (-2.060915, 4.194419, -4.924794)
O (-3.190876, 4.060525, -5.321262)
O (-0.992399, 3.638181, -5.537569)
H (0.579623, 5.588127, -6.211247)
H (1.423038, 4.109234, -6.558905)
H (1.973231, 5.242718, -5.259246)
H (0.769855, 3.135845, -4.447844)
H (0.214915, 5.725422, -3.525970)
H (-0.222163, 4.180872, -2.723267)
C (-3.439644, 0.147295, -6.684204)
C (-3.185611, -0.354669, -5.264261)
C (-1.739966, -0.149601, -4.749442)
O (-1.945377, 0.302334, -3.436649)
C (-3.157028, 0.936686, -3.388961)
O (-3.511565, 1.650057, -2.515873)
O (-3.916267, 0.587466, -4.450211)
H (-4.518762, 0.256910, -6.833780)
H (-3.160977, -0.511333, -7.508901)
H (-3.066319, 1.160400, -6.831552)
H (-3.531743, -1.377015, -5.119212)
H (-1.073890, 0.429083, -5.386868)
H (-1.385554, -1.185087, -4.728490)
C (-2.261513, -2.779402, -2.205574)
C (-3.375335, -3.670885, -1.770934)
C (-4.775750, -3.186789, -2.050179)
O (-5.338568, -4.256755, -2.803758)
C (-4.423946, -5.219999, -3.067721)
O (-4.688151, -6.202540, -3.692120)
O (-3.268960, -4.914043, -2.488485)
H (-1.282425, -3.158755, -1.896235)
H (-2.132023, -1.892969, -1.561753)
H (-2.305331, -2.272193, -3.170651)
H (-3.192778, -3.870730, -0.713186)
H (-4.753276, -2.324335, -2.717346)
H (-5.229837, -2.999179, -1.079177)
C (-6.355455, 4.295264, -1.081040)
C (-5.181672, 4.635331, -0.158072)
C (-3.805986, 4.292617, -0.717773)
O (-3.012391, 5.489345, -0.648582)
C (-3.859135, 6.497614, -0.260536)
O (-3.565820, 7.651887, -0.315013)
O (-5.087592, 6.059520, -0.044540)
H (-6.886763, 3.413293, -0.726044)
H (-6.078301, 4.141343, -2.126149)
H (-7.015999, 5.163422, -1.114844)
H (-5.442912, 4.330957, 0.855329)
H (-3.949255, 4.018009, -1.764547)
H (-3.375116, 3.398476, -0.271497)
C (3.726521, -1.124600, 8.171381)
C (4.333956, 0.122102, 7.521520)
C (5.329493, -0.222909, 6.410492)
O (4.956814, 0.673692, 5.367729)
C (3.752784, 1.206285, 5.605323)
O (3.147922, 1.839266, 4.796852)
O (3.276672, 0.762080, 6.777853)
H (3.094499, -0.848051, 9.013882)
H (4.566208, -1.659421, 8.626671)
H (3.216802, -1.726867, 7.427259)
H (4.712368, 0.865813, 8.223402)
H (5.227039, -1.245781, 6.037968)
H (6.380111, -0.058595, 6.646824)

Forces on atoms 1 to 6 (eV/Å):
C 1.0 -0.1 -0.2
C -1.5 -0.4 -0.7
C -0.9 -1.6 0.6
C 0.9 2.5 -1.8
C -1.3 -2.2 1.5
C 0.7 0.0 -1.4

Atomic partial charges in e from the Löwdin method, atoms 1 to 2: number 1, C, carries -0.03; number 2, C, carries -0.47

=====

Molecular formula: C18H45N3Na7O10P
Method: DFT, ωB97M-V with the def2-TZVPD basis set

- charge = +4
- energy relative to the best compared isomer or geometry (same formula, charge and spin) (eV) = 12.671
- Kohn-Sham gap (eV) = 2.70
- electronic energy (Ha) = -3105.4630
- lowest unoccupied orbital energy (hartree) = -0.3915

Positions of all 84 atoms, in Å:
Na (-2.081664, -4.538659, -1.353707)
Na (4.863206, -3.318109, 0.229723)
Na (1.391406, 3.648801, -1.894417)
Na (3.780786, -1.206479, -5.060937)
Na (-2.412864, -1.112159, 2.624143)
Na (-3.306284, -0.428469, -5.416657)
Na (-4.005844, 2.358281, -0.662667)
P (1.084176, -0.961349, -1.090457)
O (0.567566, -1.570889, -2.483487)
O (2.523696, -0.387869, -1.285827)
O (1.042646, -2.184319, -0.066987)
O (0.058986, 0.158111, -0.603007)
C (-0.502954, 0.118501, 5.967253)
O (-1.887904, 0.402391, 5.750723)
C (-2.707844, 0.669561, 6.812223)
C (-4.164584, 0.851521, 6.261863)
N (-4.436864, 2.028891, 5.467693)
C (-3.478004, 3.152881, 5.596373)
C (-4.046064, 4.275051, 4.745603)
O (-4.394944, 4.074691, 3.429403)
C (-4.899304, 5.247931, 2.711613)
H (-0.313364, -0.895119, 6.320423)
H (-0.025814, 0.828411, 6.642873)
H (0.017416, 0.199241, 5.012903)
H (-2.377194, 1.608211, 7.256873)
H (-2.797004, -0.189319, 7.477423)
H (-4.774214, 1.058601, 7.141393)
H (-4.560184, -0.024799, 5.748383)
H (-4.682884, 1.774231, 4.521793)
H (-2.452994, 2.901521, 5.323803)
H (-3.394044, 3.458541, 6.639263)
H (-3.344714, 5.101641, 4.631733)
H (-4.893784, 4.677351, 5.300243)
H (-5.673604, 5.870681, 3.159663)
H (-5.574004, 5.012021, 1.888673)
H (-4.112334, 5.933451, 2.397233)
C (-1.748464, -9.523949, -8.862077)
O (-2.251234, -9.045949, -7.599137)
C (-2.174744, -7.607239, -7.338337)
C (-2.454434, -7.321669, -5.784007)
N (-1.765594, -8.236059, -4.839507)
C (-0.304904, -8.344169, -5.046787)
C (0.436936, -8.951899, -3.794547)
O (-0.286734, -9.963099, -3.098847)
C (0.482566, -10.499459, -2.132117)
H (-1.268324, -8.712809, -9.409457)
H (-2.692074, -9.732389, -9.366307)
H (-1.024284, -10.333379, -8.954217)
H (-2.864534, -7.082909, -7.999687)
H (-1.191684, -7.216459, -7.600987)
H (-3.532174, -7.340989, -5.622117)
H (-2.123734, -6.306799, -5.563167)
H (-2.118584, -9.182179, -4.858457)
H (0.156886, -7.406999, -5.357527)
H (-0.230974, -8.951959, -5.948587)
H (0.856056, -8.184229, -3.144067)
H (1.409736, -9.391629, -4.014537)
H (1.555206, -10.632749, -2.272797)
H (0.094796, -11.480399, -1.857357)
H (0.321986, -9.991029, -1.181417)
C (4.529396, 7.089951, 4.921083)
O (3.904186, 6.808111, 3.702493)
C (4.548626, 5.780751, 2.939433)
C (3.801276, 5.369621, 1.715803)
N (3.276756, 6.506241, 0.978373)
C (4.451606, 7.206571, 0.323473)
C (3.983046, 7.689021, -1.102487)
O (4.184086, 6.689261, -2.157987)
C (3.583816, 7.145091, -3.390157)
H (4.445136, 8.154211, 5.140983)
H (5.605286, 6.925701, 4.861283)
H (4.132666, 6.510621, 5.754793)
H (4.525116, 4.927181, 3.616893)
H (5.538536, 6.077271, 2.592633)
H (2.927666, 4.829711, 2.081023)
H (4.317356, 4.749391, 0.982953)
H (2.850696, 7.217181, 1.555543)
H (5.447116, 6.762651, 0.320493)
H (4.765556, 8.055381, 0.930983)
H (4.639936, 8.550251, -1.224467)
H (2.944816, 8.018501, -1.062017)
H (2.551066, 7.479031, -3.290087)
H (3.640426, 6.244401, -4.001427)
H (4.095526, 8.061331, -3.684697)

Forces on atoms 1 to 6 (eV/Å):
Na 0.7 0.1 -0.1
Na -0.5 0.4 0.0
Na 0.4 -0.3 0.4
Na -0.3 0.0 0.5
Na 0.6 0.2 0.3
Na 0.2 -0.1 -0.1

Atomic partial charges in e from the Löwdin method, atoms 1 to 2: number 1, Na, carries 0.87; number 2, Na, carries 0.94

=====

- Which value of lowest unoccupied orbital energy does entry 1 give?
  -0.0322 hartree